Molecular formula: C23H45I2NO4
Method: DFT, the ωB97M-V functional and the def2-TZVPD basis

Values from the calculation:
* frontier orbital gap: 2.96 eV
* LUMO energy: -1.775 eV
* HOMO energy: -4.74 eV
* DFT total energy: -1854.2541 hartree

Structure (ORCA input):
```
! RIJCOSX wB97M-V def2-TZVPD def2/J DEFGRID3
* xyz 0 1
C 8.29 -2.20 1.08
C 7.84 -2.46 -0.39
C 6.96 -1.30 -0.85
C 5.79 -1.05 0.08
O 4.87 -0.20 -0.65
C 3.62 -0.04 -0.11
O 3.57 -0.30 1.28
C 2.27 -0.09 1.74
C 1.80 1.37 1.62
N 2.66 2.19 0.70
C 3.69 3.01 1.40
C 4.34 2.36 2.63
O 5.28 1.64 2.56
I 3.56 2.82 4.59
C 3.21 1.39 -0.48
C 2.28 1.50 -1.69
C 1.00 0.64 -1.63
C -0.25 1.41 -2.11
C -1.37 0.42 -2.49
C -2.16 0.00 -1.22
C -3.63 0.42 -1.27
C -4.48 -0.61 -2.04
C -4.62 -1.94 -1.26
C -6.06 -2.19 -0.79
C -6.33 -1.47 0.56
C -7.64 -0.64 0.56
C -7.46 0.78 1.12
O -8.68 1.22 1.71
C -8.71 1.12 3.12
H 9.01 -1.38 1.10
H 7.47 -2.03 1.78
H 8.83 -3.08 1.41
H 7.23 -3.36 -0.38
H 8.69 -2.67 -1.03
H 6.50 -1.61 -1.79
H 7.51 -0.39 -1.08
H 6.13 -0.51 0.96
H 5.36 -2.02 0.33
H 2.97 -0.78 -0.60
H 1.56 -0.75 1.24
H 2.22 -0.37 2.79
H 0.81 1.35 1.17
H 1.67 1.87 2.57
H 2.01 2.86 0.28
H 4.49 3.34 0.74
H 3.18 3.91 1.75
H 4.12 1.90 -0.78
H 2.85 1.23 -2.57
H 2.00 2.55 -1.79
H 0.83 0.18 -0.66
H 1.14 -0.19 -2.32
H -0.58 2.04 -1.29
H 0.05 2.00 -2.97
H -0.91 -0.47 -2.89
H -2.04 0.85 -3.23
H -1.72 0.44 -0.32
H -2.05 -1.08 -1.10
H -4.05 0.49 -0.26
H -3.73 1.41 -1.72
H -3.96 -0.78 -2.98
H -5.46 -0.20 -2.25
H -4.23 -2.75 -1.88
H -3.99 -1.87 -0.37
H -6.71 -1.80 -1.57
H -6.21 -3.26 -0.64
H -6.43 -2.25 1.31
H -5.48 -0.86 0.86
H -8.38 -1.13 1.18
H -8.02 -0.55 -0.46
H -7.27 1.48 0.31
H -6.64 0.82 1.84
H -8.46 2.08 3.58
H -7.99 0.39 3.49
H -9.69 0.80 3.45
I 7.74 -3.64 -2.95
*
```

Löwdin population analysis, charges in e, atoms 1 to 8: C -0.116; C -0.497; C -0.277; C -0.171; O -0.053; C -0.337; O -0.045; C -0.150

---

Molecular formula: C23H46Br2CrN4OSi4
Method: DFT, the ωB97M-V functional and the def2-TZVPD basis

Values from the calculation:
* ⟨S²⟩: 6.123
* frontier orbital gap (alpha / beta): 5.89 / 6.84 eV
* LUMO energy (alpha / beta): -0.113 / -0.376 eV
* HOMO energy (alpha / beta): -6.01 / -7.21 eV
* DFT total energy: -8548.8218 hartree
* relative energy (zero: lowest compared OMol25 entry of this formula, charge and spin): 2.070 eV

Structure (ORCA input):
```
! RIJCOSX wB97M-V def2-TZVPD def2/J DEFGRID3
* xyz 0 5
Cr 0.69 0.34 -0.41
N 1.33 0.94 1.75
C 1.14 2.41 1.78
C -0.23 2.71 1.24
N -0.28 2.39 -0.20
C -0.24 3.61 -1.04
C 0.93 4.56 -0.84
N 2.22 3.90 -0.86
H 2.31 0.72 1.84
H 0.83 0.49 2.51
H 1.26 2.82 2.78
H 1.89 2.84 1.12
H -0.97 2.08 1.75
H -0.50 3.75 1.43
H -1.19 1.97 -0.40
H -0.28 3.28 -2.07
H -1.14 4.20 -0.84
H 0.79 5.34 -1.60
H 0.83 5.06 0.13
H 2.33 3.25 -1.62
H 2.99 4.56 -0.89
C 0.03 -3.18 -0.70
C 1.44 -2.77 -0.45
C 2.40 -3.81 -0.28
C 3.70 -3.52 -0.08
C 4.13 -2.17 -0.09
C 5.47 -1.74 0.06
Br 6.85 -3.00 0.37
C 5.78 -0.42 -0.02
C 4.78 0.54 -0.28
Br 5.28 2.35 -0.42
C 3.46 0.19 -0.46
O 2.50 1.03 -0.74
C 3.14 -1.20 -0.30
N 1.80 -1.50 -0.42
H -0.62 -2.31 -0.80
H -0.03 -3.77 -1.61
H -0.34 -3.80 0.12
H 2.06 -4.83 -0.31
H 4.43 -4.31 0.08
H 6.81 -0.09 0.10
C -4.74 -1.00 -0.24
Si -3.63 0.34 0.45
C -4.40 0.94 2.05
C -3.73 1.80 -0.75
Si -1.45 -0.40 0.68
Si -1.39 -1.72 2.58
C 0.31 -2.54 2.76
C -1.64 -0.73 4.16
C -2.67 -3.10 2.59
Si -0.02 -0.05 -2.74
C 1.35 -0.98 -3.65
C -0.32 1.49 -3.80
C -1.61 -1.03 -3.06
H -5.78 -0.65 -0.30
H -4.72 -1.90 0.39
H -4.41 -1.29 -1.24
H -5.43 1.27 1.87
H -3.84 1.78 2.47
H -4.42 0.15 2.81
H -4.77 2.00 -1.00
H -3.19 1.60 -1.68
H -3.33 2.72 -0.31
H 1.12 -1.90 2.39
H 0.37 -3.48 2.22
H 0.51 -2.76 3.82
H -0.72 -0.19 4.44
H -1.88 -1.40 4.99
H -2.44 0.01 4.07
H -2.67 -3.66 1.66
H -3.68 -2.69 2.73
H -2.47 -3.79 3.42
H 2.31 -0.46 -3.56
H 1.09 -1.05 -4.71
H 1.49 -1.99 -3.27
H 0.55 2.15 -3.85
H -1.18 2.07 -3.47
H -0.54 1.14 -4.82
H -1.68 -1.97 -2.53
H -1.67 -1.24 -4.14
H -2.48 -0.43 -2.79
*
```

Löwdin population analysis, charges in e, atoms 1 to 8: Cr 0.390; N -0.008; C -0.216; C -0.220; N -0.119; C -0.187; C -0.265; N -0.004

---

Molecular formula: C23H46Cl6O10
Method: DFT, the ωB97M-V functional and the def2-TZVPD basis

Values from the calculation:
* SMILES: CCOC(C)=O.CCOC(C)=O.CCOC(C)=O.CCOC(C)=O.CCOC(C)=O.ClCCl.ClCCl.ClCCl
* frontier orbital gap: 10.54 eV
* LUMO energy: 0.454 eV
* HOMO energy: -10.08 eV
* DFT total energy: -4417.4578 hartree

Structure (ORCA input):
```
! RIJCOSX wB97M-V def2-TZVPD def2/J DEFGRID3
* xyz 0 1
C -36.71 16.99 -36.70
Cl -36.04 18.01 -35.40
Cl -38.00 17.85 -37.64
H -35.93 16.63 -37.37
H -37.12 16.02 -36.40
C -33.30 17.54 -32.49
Cl -32.39 18.47 -33.73
Cl -32.30 16.54 -31.45
H -33.80 18.25 -31.83
H -34.03 16.89 -32.97
C -36.39 25.86 -25.92
Cl -34.99 24.90 -25.45
Cl -37.20 24.87 -27.15
H -37.08 25.91 -25.07
H -36.03 26.76 -26.41
O -32.11 23.35 -36.16
C -32.41 22.35 -35.54
O -31.92 22.03 -34.23
C -31.25 23.02 -33.48
C -32.09 24.20 -32.87
C -33.21 21.22 -36.23
H -30.32 23.27 -33.99
H -30.83 22.41 -32.69
H -32.62 23.81 -32.00
H -32.82 24.59 -33.58
H -31.55 25.08 -32.52
H -32.51 20.42 -36.47
H -33.61 21.58 -37.18
H -34.02 20.86 -35.60
O -36.28 19.44 -30.21
C -36.07 20.32 -31.07
O -35.35 21.38 -30.88
C -35.21 21.82 -29.57
C -34.86 23.25 -29.52
C -36.65 20.18 -32.43
H -34.37 21.20 -29.25
H -36.14 21.66 -29.03
H -34.17 23.48 -30.33
H -34.54 23.50 -28.51
H -35.71 23.93 -29.53
H -36.96 21.14 -32.85
H -37.51 19.51 -32.40
H -35.96 19.70 -33.13
O -31.56 15.74 -27.70
C -32.39 16.59 -27.82
O -32.09 17.97 -27.87
C -30.78 18.37 -28.00
C -30.96 19.85 -28.02
C -33.83 16.24 -28.15
H -30.20 18.07 -28.87
H -30.25 18.16 -27.07
H -30.07 20.42 -28.26
H -31.18 20.20 -27.02
H -31.68 20.05 -28.82
H -34.46 17.12 -28.29
H -34.11 15.71 -27.24
H -33.90 15.63 -29.05
O -41.02 17.09 -29.47
C -40.00 17.64 -29.01
O -39.94 18.43 -27.93
C -40.99 18.41 -27.00
C -40.54 19.17 -25.76
C -38.60 17.59 -29.62
H -41.02 17.36 -26.70
H -41.96 18.76 -27.36
H -40.00 20.10 -25.92
H -39.80 18.62 -25.18
H -41.37 19.40 -25.09
H -38.49 16.51 -29.70
H -38.01 18.06 -28.83
H -38.54 18.25 -30.48
O -40.07 20.56 -31.94
C -40.44 20.85 -30.83
O -41.72 20.84 -30.42
C -42.77 20.44 -31.19
C -43.66 21.67 -31.27
C -39.41 21.45 -29.75
H -43.38 19.71 -30.65
H -42.53 20.03 -32.17
H -44.51 21.51 -31.94
H -43.11 22.55 -31.59
H -43.95 21.86 -30.24
H -38.39 21.37 -30.12
H -39.37 20.91 -28.80
H -39.70 22.48 -29.57
*
```

Löwdin population analysis, charges in e, atoms 1 to 8: C -0.976; Cl 0.515; Cl 0.467; H 0.028; H 0.029; C -1.007; Cl 0.504; Cl 0.571

---

Molecular formula: C23H46FIN2O11P2
Method: DFT, the ωB97M-V functional and the def2-TZVPD basis

Values from the calculation:
* SMILES: CCCCCCCCCCC[C@]1(C(=O)NC(=O)F)C[C@@H](I)C(=O)N1.COP(=O)(OC)OC.COP(=O)(OC)OC
* frontier orbital gap: 7.61 eV
* LUMO energy: -1.963 eV
* HOMO energy: -9.58 eV
* DFT total energy: -2921.3404 hartree

Structure (ORCA input):
```
! RIJCOSX wB97M-V def2-TZVPD def2/J DEFGRID3
* xyz 0 1
C 0.45 -1.84 1.20
C -0.22 -2.14 2.54
C -0.99 -3.46 2.55
C -2.10 -3.60 1.48
C -3.48 -3.08 1.93
C -3.57 -1.54 2.09
C -3.01 -0.73 0.90
C -2.22 0.51 1.39
C -2.36 1.74 0.46
C -0.99 2.38 0.13
C -0.88 2.81 -1.35
C 0.07 1.91 -2.17
C -0.12 0.41 -1.98
O -1.20 -0.02 -1.65
N 1.02 -0.49 -2.17
C 0.55 -1.70 -2.72
O 0.82 -2.78 -2.28
F -0.19 -1.57 -3.81
C 1.53 2.45 -2.17
C 1.95 2.45 -3.67
I 3.90 1.65 -4.00
C 0.78 1.68 -4.34
O 0.81 0.94 -5.27
N -0.38 2.12 -3.57
H 1.08 -0.95 1.26
H 1.11 -2.67 0.95
H -0.26 -1.68 0.39
H 0.60 -2.25 3.26
H -0.81 -1.30 2.91
H -1.38 -3.70 3.54
H -0.26 -4.24 2.30
H -2.22 -4.68 1.35
H -1.77 -3.22 0.52
H -4.27 -3.50 1.32
H -3.65 -3.50 2.93
H -3.13 -1.22 3.03
H -4.63 -1.27 2.17
H -2.36 -1.30 0.25
H -3.84 -0.36 0.29
H -1.16 0.25 1.39
H -2.48 0.74 2.42
H -2.95 2.48 1.02
H -2.93 1.48 -0.43
H -0.88 3.23 0.81
H -0.18 1.69 0.35
H -1.87 2.74 -1.80
H -0.56 3.85 -1.41
H 1.31 -0.77 -1.24
H 1.63 3.47 -1.83
H 2.24 1.88 -1.57
H 1.86 3.41 -4.16
H -0.52 3.09 -3.80
C 7.61 5.83 -6.47
O 8.87 5.15 -6.46
P 8.84 3.54 -6.06
O 8.36 3.58 -4.65
O 10.43 3.41 -6.22
C 11.27 4.12 -5.30
O 8.65 1.96 -6.48
C 7.38 1.37 -6.21
H 7.72 6.74 -7.07
H 6.83 5.22 -6.93
H 7.32 6.10 -5.46
H 10.75 4.33 -4.36
H 11.60 5.05 -5.75
H 12.14 3.50 -5.09
H 6.56 2.07 -6.43
H 7.32 1.07 -5.17
H 7.27 0.50 -6.85
C -6.82 -2.01 8.71
O -5.79 -2.29 7.75
P -6.29 -2.83 6.24
O -6.85 -4.12 6.81
O -4.76 -2.98 5.77
C -3.88 -3.78 6.55
O -6.75 -3.18 4.67
C -8.12 -3.54 4.45
H -6.40 -1.36 9.48
H -7.67 -1.50 8.25
H -7.15 -2.94 9.17
H -4.42 -4.52 7.13
H -3.30 -3.14 7.22
H -3.20 -4.29 5.87
H -8.79 -2.93 5.05
H -8.26 -4.59 4.68
H -8.34 -3.37 3.40
*
```

Löwdin population analysis, charges in e, atoms 1 to 8: C -0.119; C -0.246; C -0.196; C -0.204; C -0.190; C -0.189; C -0.184; C -0.194

---

Molecular formula: C23H46N4O6
Method: DFT, the ωB97M-V functional and the def2-TZVPD basis

Values from the calculation:
* SMILES: CCC1=CC(=O)C=C(N(C)C(C)=O)C1=O.COC[C@@H](C)N.COC[C@@H](C)N.COC[C@@H](C)N
* frontier orbital gap: 7.76 eV
* LUMO energy: -1.328 eV
* HOMO energy: -9.09 eV
* DFT total energy: -1574.3389 hartree
* relative energy (zero: lowest compared OMol25 entry of this formula, charge and spin): 0.000 eV

Structure (ORCA input):
```
! RIJCOSX wB97M-V def2-TZVPD def2/J DEFGRID3
* xyz 0 1
C -0.64 2.02 -4.92
C -0.22 0.61 -4.53
C -0.64 0.09 -3.18
C -0.81 -1.23 -2.99
C -1.18 -1.77 -1.67
O -1.78 -2.83 -1.54
C -0.79 -0.95 -0.51
C -0.63 0.36 -0.66
N -0.23 1.15 0.46
C -1.11 2.28 0.81
C 1.13 1.43 0.57
C 2.11 0.74 -0.33
O 1.52 2.22 1.41
C -0.87 0.98 -2.00
O -1.27 2.12 -2.11
H -1.70 2.15 -4.77
H -0.14 2.77 -4.30
H -0.39 2.22 -5.96
H 0.87 0.51 -4.62
H -0.63 -0.08 -5.26
H -0.71 -1.94 -3.80
H -0.63 -1.42 0.45
H -0.95 2.54 1.85
H -0.92 3.15 0.19
H -2.14 1.98 0.68
H 2.89 1.46 -0.55
H 2.53 -0.12 0.19
H 1.69 0.38 -1.27
C -5.20 -4.36 1.77
C -3.84 -3.97 1.20
C -2.64 -4.30 2.09
O -2.45 -3.41 3.17
C -3.16 -3.74 4.35
N -3.83 -2.55 0.86
H -5.53 -3.67 2.55
H -5.95 -4.34 0.98
H -5.18 -5.37 2.19
H -3.69 -4.53 0.28
H -1.75 -4.17 1.46
H -2.64 -5.34 2.43
H -3.22 -4.82 4.49
H -4.17 -3.32 4.35
H -2.61 -3.31 5.19
H -2.94 -2.36 0.41
H -3.79 -2.03 1.74
C 3.20 6.39 -1.12
C 1.79 5.81 -1.03
C 1.52 4.66 -2.00
O 1.32 5.04 -3.35
C 2.50 5.27 -4.10
N 0.82 6.90 -1.17
H 3.31 7.03 -2.00
H 3.42 7.00 -0.24
H 3.95 5.60 -1.18
H 1.67 5.40 -0.02
H 0.59 4.17 -1.70
H 2.32 3.90 -1.93
H 3.31 4.61 -3.79
H 2.84 6.31 -4.02
H 2.26 5.08 -5.14
H -0.11 6.55 -0.98
H 0.80 7.18 -2.15
C 0.60 -2.25 3.15
C 1.09 -2.94 1.88
C 2.00 -4.14 2.14
O 3.32 -3.82 2.54
C 3.49 -3.54 3.91
N 1.72 -1.95 0.99
H 1.38 -1.62 3.60
H -0.24 -1.59 2.91
H 0.26 -2.97 3.89
H 0.22 -3.32 1.35
H 2.11 -4.70 1.20
H 1.54 -4.82 2.87
H 2.83 -4.16 4.53
H 3.31 -2.49 4.14
H 4.52 -3.77 4.16
H 1.94 -2.39 0.11
H 2.62 -1.70 1.39
*
```

Löwdin population analysis, charges in e, atoms 1 to 8: C -0.089; C -0.183; C -0.121; C 0.059; C -0.363; O 0.097; C 0.076; C -0.164

---

Molecular formula: C23H46NO4
Method: DFT, the ωB97M-V functional and the def2-TZVPD basis

Values from the calculation:
* SMILES: CCCCCCCCCCCCCCCC(=O)O[C@@H](CC(=O)O)C[N+](C)(C)C
* frontier orbital gap: 10.96 eV
* LUMO energy: -2.069 eV
* HOMO energy: -13.03 eV
* DFT total energy: -1259.5208 hartree
* relative energy (zero: lowest compared OMol25 entry of this formula, charge and spin): 0.000 eV

Structure (ORCA input):
```
! RIJCOSX wB97M-V def2-TZVPD def2/J DEFGRID3
* xyz 1 1
C 0.45 -1.68 3.28
C 0.47 -3.09 2.69
C -0.67 -3.35 1.70
C -0.53 -2.60 0.38
C -1.68 -2.96 -0.56
C -1.55 -2.36 -1.97
C -1.80 -0.85 -2.08
C -3.26 -0.44 -2.27
C -4.17 -0.54 -1.03
C -3.65 0.20 0.21
H -4.37 0.05 1.02
C -3.47 1.70 -0.02
C -2.86 2.42 1.19
C -1.44 1.96 1.49
C -0.69 2.94 2.39
H -0.56 3.89 1.87
H -1.27 3.12 3.29
C 0.69 2.40 2.81
C 1.56 2.18 1.61
O 2.12 3.03 0.96
O 1.64 0.87 1.28
C 2.60 0.49 0.30
C 3.26 -0.80 0.81
C 4.48 -1.18 -0.01
O 4.73 -0.73 -1.10
O 5.22 -2.08 0.61
H 6.00 -2.34 0.09
H 3.57 -0.67 1.85
H 2.55 -1.63 0.80
H 3.36 1.27 0.24
C 1.96 0.24 -1.08
H 2.48 -0.61 -1.52
H 0.91 -0.04 -0.92
N 2.01 1.33 -2.09
C 0.99 2.36 -1.84
H 1.03 3.12 -2.61
H 0.00 1.92 -1.84
H 1.18 2.85 -0.88
C 1.74 0.71 -3.41
H 0.81 0.15 -3.38
H 1.67 1.48 -4.17
H 2.55 0.04 -3.67
C 3.34 1.97 -2.14
H 3.46 2.66 -1.31
H 4.12 1.21 -2.10
H 3.44 2.54 -3.07
H 1.18 3.14 3.44
H 0.57 1.46 3.35
H -0.89 1.85 0.55
H -1.46 0.98 1.98
H -3.49 2.27 2.07
H -2.85 3.49 0.98
H -2.83 1.87 -0.88
H -4.44 2.14 -0.24
H -2.71 -0.25 0.52
H -4.33 -1.58 -0.78
H -5.14 -0.12 -1.31
H -3.70 -1.06 -3.05
H -3.28 0.59 -2.63
H -1.38 -0.34 -1.21
H -1.26 -0.49 -2.97
H -0.54 -2.58 -2.34
H -2.25 -2.87 -2.63
H -2.62 -2.65 -0.11
H -1.70 -4.05 -0.67
H 0.42 -2.87 -0.09
H -0.52 -1.52 0.57
H -1.61 -3.07 2.17
H -0.70 -4.42 1.49
H 0.39 -3.81 3.51
H 1.43 -3.27 2.20
H 0.58 -0.93 2.51
H 1.24 -1.57 4.01
H -0.50 -1.50 3.78
*
```

natural (NBO) population analysis, charges in e, atoms 1 to 8: C -0.624; C -0.388; C -0.392; C -0.404; C -0.386; C -0.400; C -0.405; C -0.397